# C3H4N2S

One molecule with the formula C3H4N2S (wB97M-V/def2-TZVPD, the Open Molecules 2025 dataset).

Geometry as XYZ:
```
10
Properties=species:S:1:pos:R:3:mulliken_charge:R:1
S 1.5032 -1.5385 -1.0778 -0.251
N 0.3058 0.8808 -0.4762 -0.138
N -1.3809 0.5824 0.8155 -0.594
C -0.7618 1.3958 0.0390 -0.099
C 0.4684 -0.3921 -0.0145 -0.018
C -0.6513 -0.5700 0.7508 -0.002
H -1.0436 2.3430 -0.3478 0.360
H 1.1613 1.3731 -0.8525 0.276
H -1.0785 -1.5808 1.0789 0.301
H 1.4773 -2.4938 0.0846 0.166
```

## Properties
Total energy: -624.36796 Ha
Structure (SMILES): Sc1cnc[nH]1
Total charge: 0
Relative energy (zero: lowest compared OMol25 entry of this formula, charge and spin): 1.574 eV
Maximum force: 6.1 eV Å⁻¹
E_HOMO: -0.31290 Ha

# C3H4N2S2

C3H4N2S2 as an isolated structure (wB97M-V/def2-TZVPD, the Open Molecules 2025 dataset).

Geometry as XYZ:
```
11
Properties=species:S:1:pos:R:3:mulliken_charge:R:1
S 2.6720 -1.4597 0.0173 -0.137
S -2.1203 -1.9014 0.0540 0.040
N -0.5112 -1.8525 -0.0346 -0.445
N 1.3127 -0.3654 -0.2649 -0.397
C -1.0026 0.3962 -0.2004 -0.441
C -2.2152 -0.1366 -0.0924 -0.307
C -0.0336 -0.6493 -0.0502 0.713
H 2.5578 -2.2971 -0.8999 0.112
H -0.5381 1.4306 -0.1756 0.276
H -3.1968 0.4722 -0.1895 0.306
H 1.5930 0.2786 -0.9686 0.281
```

## Properties
Total energy: -1022.55162 Ha
Total charge: 0
Relative energy (zero: lowest compared OMol25 entry of this formula, charge and spin): 1.742 eV
Maximum force: 4.1 eV Å⁻¹
E_HOMO: -0.31859 Ha

Please write out number 1 again, unchanged.
# C3H4N2S

One molecule with the formula C3H4N2S (wB97M-V/def2-TZVPD, the Open Molecules 2025 dataset).

Geometry as XYZ:
```
10
Properties=species:S:1:pos:R:3:mulliken_charge:R:1
S 1.5032 -1.5385 -1.0778 -0.251
N 0.3058 0.8808 -0.4762 -0.138
N -1.3809 0.5824 0.8155 -0.594
C -0.7618 1.3958 0.0390 -0.099
C 0.4684 -0.3921 -0.0145 -0.018
C -0.6513 -0.5700 0.7508 -0.002
H -1.0436 2.3430 -0.3478 0.360
H 1.1613 1.3731 -0.8525 0.276
H -1.0785 -1.5808 1.0789 0.301
H 1.4773 -2.4938 0.0846 0.166
```

## Properties
Total energy: -624.36796 Ha
Structure (SMILES): Sc1cnc[nH]1
Total charge: 0
Relative energy (zero: lowest compared OMol25 entry of this formula, charge and spin): 1.574 eV
Maximum force: 6.1 eV Å⁻¹
E_HOMO: -0.31290 Ha

Please write out number 2 again, unchanged.
# C3H4N2S2

C3H4N2S2 as an isolated structure (wB97M-V/def2-TZVPD, the Open Molecules 2025 dataset).

Geometry as XYZ:
```
11
Properties=species:S:1:pos:R:3:mulliken_charge:R:1
S 2.6720 -1.4597 0.0173 -0.137
S -2.1203 -1.9014 0.0540 0.040
N -0.5112 -1.8525 -0.0346 -0.445
N 1.3127 -0.3654 -0.2649 -0.397
C -1.0026 0.3962 -0.2004 -0.441
C -2.2152 -0.1366 -0.0924 -0.307
C -0.0336 -0.6493 -0.0502 0.713
H 2.5578 -2.2971 -0.8999 0.112
H -0.5381 1.4306 -0.1756 0.276
H -3.1968 0.4722 -0.1895 0.306
H 1.5930 0.2786 -0.9686 0.281
```

## Properties
Total energy: -1022.55162 Ha
Total charge: 0
Relative energy (zero: lowest compared OMol25 entry of this formula, charge and spin): 1.742 eV
Maximum force: 4.1 eV Å⁻¹
E_HOMO: -0.31859 Ha

> Among the records above, which one has the lowest total energy?

C3H4N2S2

Repeat the first record exactly.
# C3H4N2S

One molecule with the formula C3H4N2S (wB97M-V/def2-TZVPD, the Open Molecules 2025 dataset).

Geometry as XYZ:
```
10
Properties=species:S:1:pos:R:3:mulliken_charge:R:1
S 1.5032 -1.5385 -1.0778 -0.251
N 0.3058 0.8808 -0.4762 -0.138
N -1.3809 0.5824 0.8155 -0.594
C -0.7618 1.3958 0.0390 -0.099
C 0.4684 -0.3921 -0.0145 -0.018
C -0.6513 -0.5700 0.7508 -0.002
H -1.0436 2.3430 -0.3478 0.360
H 1.1613 1.3731 -0.8525 0.276
H -1.0785 -1.5808 1.0789 0.301
H 1.4773 -2.4938 0.0846 0.166
```

## Properties
Total energy: -624.36796 Ha
Structure (SMILES): Sc1cnc[nH]1
Total charge: 0
Relative energy (zero: lowest compared OMol25 entry of this formula, charge and spin): 1.574 eV
Maximum force: 6.1 eV Å⁻¹
E_HOMO: -0.31290 Ha